(1)
{"formula": "C11H10N2", "method": "the ωB97M-V functional and the def2-TZVPD basis", "homo_ha": -0.2925, "gap_ev": 8.03, "total_energy_ev": -14539.2998, "total_charge": 0, "relative_energy_kcal_mol": 236.9, "elements": ["C", "C", "C", "C", "C", "C", "C", "C", "C", "C", "C", "N", "N", "H", "H", "H", "H", "H", "H", "H", "H", "H", "H"], "positions_angstrom": [[3.632, -0.940, 0.246], [2.278, -0.767, 0.130], [4.188, 0.359, 0.160], [-2.569, 0.137, -0.040], [-1.890, 1.056, 0.937], [-1.483, -0.978, 0.192], [-1.741, 0.716, -1.231], [-0.783, 0.021, 1.144], [-1.061, 1.689, -0.200], [-0.679, -0.372, -0.964], [-0.088, 0.573, -0.010], [2.002, 0.561, -0.089], [3.332, 1.285, -0.105], [4.146, -1.817, 0.304], [1.708, -1.654, 0.227], [5.111, 0.818, 0.170], [-3.676, -0.123, -0.276], [-2.335, 1.664, 1.675], [-1.829, -1.934, 0.456], [-2.195, 1.082, -2.107], [-0.359, -0.246, 2.046], [-0.966, 2.686, -0.428], [-0.264, -1.039, -1.671]]}

(2)
{"formula": "C2H2N2O2S", "method": "the ωB97M-V functional and the def2-TZVPD basis", "homo_ha": -0.3369, "smiles": "N#CC(=O)OSN", "gap_ev": 8.44, "total_energy_ev": -20014.6012, "total_charge": 0, "relative_energy_kcal_mol": 40.3, "elements": ["N", "C", "C", "O", "O", "S", "N", "H", "H"], "positions_angstrom": [[0.651, 3.115, 0.217], [0.855, 2.092, -0.263], [0.798, 0.710, -0.631], [1.572, -0.182, -0.414], [-0.577, 0.326, -0.978], [-1.096, -1.208, -0.957], [-0.866, -1.598, 0.674], [-1.216, -1.077, 1.526], [-0.120, -2.179, 0.826]]}

(3)
{"formula": "C5H11O2", "method": "the ωB97M-V functional and the def2-TZVPD basis", "homo_ha": -0.1398, "gap_ev": 7.67, "total_energy_ev": -9459.0663, "total_charge": -1, "relative_energy_kcal_mol": 22.2, "elements": ["C", "C", "C", "H", "H", "H", "H", "H", "H", "H", "H", "C", "C", "O", "O", "H", "H", "H"], "positions_angstrom": [[-0.293, -0.795, -0.203], [-0.761, -1.204, 1.185], [0.643, -1.985, -0.595], [-1.240, -0.723, -0.748], [0.250, 0.150, -0.160], [-1.407, -0.527, 1.707], [0.137, -1.321, 1.875], [1.397, -1.975, 0.190], [0.163, -2.951, -0.515], [-1.247, -2.172, 1.088], [0.849, -1.899, -1.650], [0.402, 2.198, -1.004], [-0.021, 2.292, 0.579], [0.892, 2.280, 1.431], [-1.257, 2.278, 0.690], [1.106, 2.975, -1.251], [-0.513, 2.157, -1.559], [0.901, 1.224, -1.060]]}

(4)
{"formula": "C22H38ClNO13PS", "method": "the ωB97M-V functional and the def2-TZVPD basis", "homo_ha": -0.1847, "gap_ev": 7.34, "total_energy_ev": -84188.1806, "total_charge": -1, "elements": ["C", "O", "C", "C", "C", "C", "C", "C", "C", "C", "O", "O", "N", "Cl", "C", "C", "C", "O", "C", "C", "O", "P", "O", "O", "S", "H", "H", "H", "H", "H", "H", "H", "H", "H", "H", "H", "H", "H", "H", "H", "H", "H", "H", "H", "H", "H", "H", "H", "H", "H", "H", "C", "C", "C", "O", "C", "O", "O", "H", "H", "H", "H", "H", "H", "C", "C", "C", "O", "C", "O", "O", "H", "H", "H", "H", "H", "H"], "positions_angstrom": [[5.865, 0.370, 2.799], [6.345, -0.630, 1.943], [5.830, -0.501, 0.616], [4.494, -1.229, 0.490], [4.670, -2.722, 0.278], [3.334, -3.462, 0.122], [2.483, -3.374, 1.399], [1.024, -3.855, 1.228], [-0.080, -2.841, 1.550], [-1.342, -3.725, 1.963], [-1.223, -4.285, 3.086], [-2.301, -3.806, 1.180], [-0.501, -2.027, 0.405], [-1.645, -0.815, 0.835], [0.578, -1.536, -0.470], [0.151, -0.500, -1.517], [0.652, 0.917, -1.268], [0.321, 1.419, 0.021], [-0.825, 2.085, 0.101], [-1.084, 2.634, 1.475], [-1.629, 2.210, -0.804], [0.290, -1.875, 3.110], [1.147, -2.871, 4.033], [-1.088, -1.606, 3.887], [1.245, -0.191, 2.869], [4.807, 0.250, 3.050], [6.019, 1.381, 2.409], [6.413, 0.286, 3.735], [5.684, 0.568, 0.448], [6.580, -0.889, -0.069], [3.930, -0.745, -0.311], [3.961, -0.995, 1.408], [5.291, -3.151, 1.063], [5.180, -2.835, -0.682], [2.840, -3.016, -0.738], [3.563, -4.509, -0.081], [2.572, -2.354, 1.757], [2.996, -4.011, 2.119], [0.897, -4.233, 0.215], [0.872, -4.678, 1.915], [1.432, -1.128, 0.080], [0.921, -2.403, -1.023], [0.643, -0.778, -2.452], [-0.913, -0.525, -1.735], [0.380, 1.578, -2.084], [1.741, 0.862, -1.282], [-2.098, 2.991, 1.525], [-0.895, 1.812, 2.166], [-0.326, 3.383, 1.694], [1.293, -2.498, 4.908], [-0.937, -0.820, 4.426], [-1.634, 3.509, -3.529], [-0.971, 3.437, -4.882], [-1.905, 3.103, -6.019], [-1.036, 2.436, -6.944], [-0.024, 1.885, -6.225], [0.762, 1.109, -6.658], [-0.037, 2.343, -4.950], [-0.915, 3.800, -2.767], [-2.448, 4.236, -3.532], [-2.026, 2.538, -3.231], [-0.420, 4.360, -5.084], [-2.346, 3.985, -6.478], [-2.701, 2.414, -5.728], [-6.867, 0.308, 1.066], [-5.661, 1.142, 0.713], [-4.827, 1.564, 1.897], [-4.261, 2.800, 1.442], [-5.106, 3.324, 0.520], [-5.030, 4.426, 0.086], [-6.050, 2.417, 0.165], [-7.392, -0.003, 0.163], [-6.573, -0.583, 1.620], [-7.574, 0.886, 1.664], [-5.051, 0.627, -0.033], [-4.042, 0.849, 2.136], [-5.419, 1.761, 2.794]]}

(5)
{"formula": "C4H10N2O", "method": "the ωB97M-V functional and the def2-TZVPD basis", "homo_ha": -0.2519, "smiles": "CN/C(C)=C(\\N)O", "gap_ev": 7.60, "total_energy_ev": -9336.6830, "total_charge": 0, "relative_energy_kcal_mol": 53.1, "elements": ["C", "N", "C", "C", "C", "N", "O", "H", "H", "H", "H", "H", "H", "H", "H", "H", "H"], "positions_angstrom": [[-2.099, -0.741, 0.215], [-0.906, -0.567, -0.592], [0.055, 0.352, -0.194], [-0.380, 1.756, 0.084], [1.367, -0.025, -0.274], [1.910, -1.260, 0.176], [2.329, 0.980, -0.315], [-2.794, -1.389, -0.320], [-1.891, -1.183, 1.199], [-2.583, 0.222, 0.368], [-0.351, -1.439, -0.801], [0.446, 2.434, -0.109], [-1.214, 2.038, -0.556], [-0.685, 1.864, 1.126], [2.402, -1.766, -0.551], [1.222, -1.863, 0.612], [3.172, 0.586, -0.067]]}